Record 1
ORCA calculation (wB97M-V/def2-TZVPD) on a structure of composition C39H50I2N5O7RbSSi.

```
106
C39H50I2N5O7RbSSi (wB97M-V/def2-TZVPD)
Rb -1.0690 -0.0245 0.0034
C 7.3834 0.3307 1.3914
O 7.5206 -0.8975 2.0547
C 6.8374 -1.9771 1.5255
C 5.9577 -1.9061 0.4539
C 5.2831 -3.0358 0.0355
C 5.4907 -4.2794 0.6497
C 6.4312 -4.3434 1.6908
C 7.0745 -3.2101 2.1302
N 4.9916 -5.4494 0.1280
N 3.8235 -5.6793 -0.2816
C 2.7085 -4.9619 -0.0179
C 1.6542 -5.1463 -0.9354
C 0.5159 -4.3958 -0.9109
C 0.3056 -3.3380 0.0306
O -0.7076 -2.6182 0.0417
C 1.3621 -3.1871 1.0422
N 1.1595 -2.2621 1.9855
C 1.9770 -2.2001 3.0087
C 2.9801 -3.1399 3.2364
C 3.2180 -4.0856 2.2698
C 2.4781 -4.0604 1.0756
H 8.0206 1.0410 1.9194
H 6.3495 0.6930 1.4088
H 7.7186 0.2574 0.3501
H 5.7735 -0.9689 -0.0501
H 4.5870 -2.9570 -0.7886
H 6.6160 -5.2903 2.1798
H 7.7765 -3.2501 2.9508
H 1.8134 -5.8851 -1.7121
H -0.2615 -4.5722 -1.6414
H 1.7929 -1.4176 3.7309
H 3.5386 -3.1232 4.1582
H 3.9358 -4.8741 2.4386
I -2.9325 2.1063 2.2394
I -1.7575 4.4642 3.6338
C -4.5955 0.6536 0.4376
O -3.7605 0.3804 1.4869
H -4.0923 1.1904 -0.3864
H -5.4715 1.2660 0.7407
H -4.9847 -0.2998 0.0422
S 0.4963 -1.1892 7.2480
C 0.1454 -0.4209 5.6663
C -0.7846 -1.0316 4.8381
C -0.9313 -0.5441 3.5491
N -0.2241 0.4679 3.0787
C 0.6215 1.0723 3.8914
C 0.8469 0.6789 5.2051
C 0.2500 0.1786 8.3725
C -0.9693 0.2922 9.0216
C -1.1003 1.2746 9.9875
N -0.1296 2.1076 10.3195
C 1.0173 2.0088 9.6720
C 1.2683 1.0623 8.6914
H -1.3501 -1.8813 5.1835
H -1.6402 -0.9966 2.8697
H 1.1546 1.9178 3.4786
H 1.5616 1.2009 5.8206
H -1.7767 -0.3834 8.7882
H -2.0224 1.3888 10.5404
H 1.7830 2.7096 9.9752
H 2.2324 0.9988 8.2145
C -0.7102 0.3634 -7.0931
C -0.5133 0.6351 -5.5905
C 0.5472 1.7185 -5.3729
C -0.0535 -0.6504 -4.8920
O -1.7468 1.0478 -5.0974
Si -1.9642 1.6101 -3.5364
O -1.1743 0.8830 -2.4204
O -3.6347 1.5844 -3.4178
C -4.5051 0.5957 -3.8698
C -3.9532 -0.8047 -3.5915
C -4.7607 0.7676 -5.3771
C -5.8409 0.7911 -3.1305
O -1.5514 3.2153 -3.5774
C -2.3345 4.3409 -3.3350
C -1.3555 5.5130 -3.1443
C -3.1732 4.1860 -2.0617
C -3.2429 4.5753 -4.5516
H 0.2178 0.0216 -7.5471
H -1.0476 1.2671 -7.5961
H -1.4723 -0.4031 -7.2205
H 1.4860 1.4567 -5.8609
H 0.6983 1.8251 -4.3037
H 0.1897 2.6732 -5.7516
H 0.9401 -0.9399 -5.2284
H -0.7481 -1.4646 -5.0886
H -0.0457 -0.4582 -3.8242
H -3.0277 -0.9285 -4.1417
H -4.6672 -1.5757 -3.8794
H -3.7193 -0.9001 -2.5326
H -3.8083 0.7175 -5.8946
H -5.2056 1.7447 -5.5637
H -5.4359 -0.0075 -5.7401
H -5.7072 0.6371 -2.0647
H -6.5887 0.0912 -3.4994
H -6.1968 1.8077 -3.2859
H -0.7271 5.3009 -2.2826
H -1.8872 6.4476 -2.9717
H -0.7137 5.6127 -4.0184
H -2.5132 3.9903 -1.2197
H -3.8335 3.3341 -2.1794
H -3.7521 5.0866 -1.8610
H -2.6266 4.6615 -5.4451
H -3.8557 5.4682 -4.4399
H -3.8784 3.7027 -4.6561
```

Output
total charge: -2
E_LUMO: 3.37 eV
HOMO level: -0.093 hartree
energy above the lowest of the compared OMol25 structures with the same formula, charge and spin: 133.7 kJ/mol
molecular weight: 1100.3 g/mol



Record 2
ORCA calculation (wB97M-V/def2-TZVPD) on the molecule C26H23NO5.

```
55
C26H23NO5 (wB97M-V/def2-TZVPD)
C 1.3534 2.4640 1.9656
H 0.9243 3.0170 1.1338
H 0.5458 1.9570 2.4902
H 1.8181 3.1640 2.6558
C 2.3571 1.4315 1.4665
C 3.5058 1.9815 0.6542
C 3.7153 3.3406 0.4800
C 4.7556 3.8155 -0.3018
C 5.6081 2.9288 -0.9318
C 5.4309 1.5676 -0.7646
C 4.3930 1.0939 0.0261
N 4.2151 -0.2869 0.2221
C 4.5383 -1.2980 -0.6149
O 5.1336 -1.2023 -1.6627
C 4.0812 -2.6756 -0.1000
O 3.2091 -2.6507 1.0075
C 1.9201 -2.2342 0.8259
C 1.3912 -1.7629 -0.3607
C 0.0638 -1.3326 -0.4146
C -0.7285 -1.3722 0.7331
C -0.1915 -1.8510 1.9309
C 1.1131 -2.2757 1.9731
H 1.5457 -2.6487 2.8878
H -0.8160 -1.8800 2.8095
O -2.0206 -0.9617 0.7478
C -2.5768 -0.4947 -0.3915
C -1.8868 -0.4053 -1.5545
C -0.5036 -0.8198 -1.6783
O 0.1374 -0.7541 -2.7143
H -2.3529 -0.0010 -2.4369
C -3.9736 -0.0893 -0.2216
C -4.8470 0.0030 -1.3026
C -6.1624 0.3866 -1.1284
C -6.6409 0.6910 0.1440
C -5.7712 0.5929 1.2344
C -4.4648 0.2064 1.0541
H -3.8040 0.1386 1.9041
H -6.1531 0.8282 2.2150
O -7.9069 1.0792 0.4286
C -8.8330 1.2059 -0.6251
H -8.5104 1.9551 -1.3546
H -8.9977 0.2499 -1.1317
H -9.7626 1.5318 -0.1616
H -6.8081 0.4397 -1.9904
H -4.5062 -0.2473 -2.2947
H 1.9627 -1.6937 -1.2737
H 4.9693 -3.2130 0.2466
H 3.6546 -3.2318 -0.9425
H 3.7127 -0.5446 1.0601
H 6.0847 0.8647 -1.2528
H 6.4150 3.2915 -1.5500
H 4.8912 4.8801 -0.4212
H 3.0553 4.0501 0.9525
H 1.8183 0.7043 0.8496
H 2.7564 0.8945 2.3359
```

Output
SMILES string: CCc1ccccc1NC(=O)COc1ccc2oc(-c3ccc(OC)cc3)cc(=O)c2c1
E_LUMO: -0.10 eV
HOMO level: -0.309 hartree
energy above the lowest of the compared OMol25 structures with the same formula, charge and spin: 137.5 kJ/mol
molecular weight: 429.5 g/mol



Record 3
ORCA calculation (wB97M-V/def2-TZVPD) on a cluster of 7 separate species, H14O7 in total.

```
21
H14O7 (wB97M-V/def2-TZVPD)
O 2.9234 1.7992 -0.6015
H 3.0376 0.8771 -0.6584
H 1.9566 1.6788 -0.6064
O -1.8056 0.1906 -1.9565
H -2.3636 0.9417 -2.2093
H -1.8867 -0.3138 -2.7549
O 0.6457 -1.5771 -1.9703
H 1.5957 -1.6570 -1.9583
H 0.5331 -0.7045 -1.6329
O 0.8488 0.5374 2.1949
H 1.4047 -0.2942 2.2681
H 1.1939 1.1237 2.8537
O -1.5730 -2.2954 -0.3468
H -0.8076 -2.0881 -0.9061
H -2.1264 -1.5508 -0.5810
O 0.3946 0.7710 -0.5443
H 0.3894 0.6532 0.3578
H -0.4706 0.6152 -0.9257
O -1.6619 0.5771 3.2220
H -0.7926 0.7268 2.8418
H -1.4353 -0.0107 3.9142
```

Output
SMILES string: O.O.O.O.O.O.O
E_LUMO: 0.07 eV
HOMO level: -0.394 hartree
energy above the lowest of the compared OMol25 structures with the same formula, charge and spin: 178.1 kJ/mol
molecular weight: 126.1 g/mol



Record 4
ORCA calculation (wB97M-V/def2-TZVPD) on a structure of composition C22H37N5S4W.

```
69
C22H37N5S4W (wB97M-V/def2-TZVPD)
W -0.8556 -0.2574 -0.1717
C 2.8400 2.7111 -0.9318
C 1.6779 2.8508 -1.8955
S 0.0244 2.3519 -1.3338
C -0.2978 3.3742 0.1258
C 0.2306 2.6368 1.3778
S 0.8788 0.8757 1.1026
C 1.6995 0.5062 2.8989
C 2.9582 -0.4505 2.8546
S 3.8117 -0.8484 1.3042
C 5.1576 0.3433 1.3526
C 4.7797 1.5611 0.5577
S 3.4994 1.0806 -0.5917
H 2.5696 3.1908 0.0399
H 3.6933 3.2370 -1.3817
H 1.8513 2.2685 -2.8220
H 1.5602 3.9058 -2.2113
H -1.4111 3.4277 0.2433
H 0.1066 4.3776 0.0516
H -0.5404 2.6398 2.1253
H 1.0620 3.1968 1.8489
H 0.9337 0.0499 3.5224
H 2.0299 1.4679 3.3307
H 2.7270 -1.4535 3.3027
H 3.7224 -0.0660 3.5338
H 5.9716 -0.1637 0.8299
H 5.4440 0.5401 2.3733
H 5.6546 1.8614 -0.0132
H 4.3804 2.3543 1.2136
N -2.6933 -1.9701 2.0569
C -1.7745 -2.7196 1.3550
C -1.8207 -4.0932 1.3086
C -0.7895 -4.8588 0.7543
C 0.3808 -4.1373 0.3422
C 0.4212 -2.7932 0.3984
N -0.7560 -2.0908 0.6619
C -2.9623 -0.6038 1.9954
C -3.6026 -0.0190 3.1019
C -3.9449 1.3376 3.0997
C -3.6957 2.0563 1.8902
C -3.2106 1.3704 0.7875
N -2.6491 0.1215 0.8706
H -3.1764 -2.4146 2.8552
H -2.7721 -4.4781 1.7233
H -0.8975 -5.9333 0.6908
H 1.2949 -4.6153 -0.0313
H 1.3771 -2.3314 0.1689
H -3.9240 -0.6598 3.9343
H -4.3123 1.8804 3.9582
H -4.0954 3.0564 1.6935
H -3.1991 1.8273 -0.2088
N 0.6211 -0.5893 -1.9630
C 0.3644 -1.5448 -3.0654
C -0.4539 -0.9454 -4.2426
C -1.9736 -1.0155 -4.1122
C -2.6160 -1.1450 -2.7690
N -2.3587 0.0474 -1.9117
H 0.7357 0.3452 -2.4268
H 1.5586 -0.7575 -1.5486
H -0.1597 -2.4074 -2.6415
H 1.3234 -1.9682 -3.4514
H -0.1322 -1.5691 -5.1118
H -0.1312 0.1135 -4.4320
H -2.3635 -1.8858 -4.6457
H -2.3738 -0.1481 -4.5926
H -2.3186 -2.0126 -2.2457
H -3.7014 -1.1684 -2.9071
H -3.2347 0.2865 -1.4441
H -2.1435 0.8631 -2.5325
```

Output
total charge: +4
multiplicity: 3
E_LUMO (alpha / beta): -13.82 / -14.05 eV
HOMO level (alpha / beta): -0.687 / -0.661 hartree
molecular weight: 683.7 g/mol



- What is the molecular weight in the second record?
  429.5 g/mol



What did the second record say?
ORCA calculation (wB97M-V/def2-TZVPD) on the molecule C26H23NO5.

```
55
C26H23NO5 (wB97M-V/def2-TZVPD)
C 1.3534 2.4640 1.9656
H 0.9243 3.0170 1.1338
H 0.5458 1.9570 2.4902
H 1.8181 3.1640 2.6558
C 2.3571 1.4315 1.4665
C 3.5058 1.9815 0.6542
C 3.7153 3.3406 0.4800
C 4.7556 3.8155 -0.3018
C 5.6081 2.9288 -0.9318
C 5.4309 1.5676 -0.7646
C 4.3930 1.0939 0.0261
N 4.2151 -0.2869 0.2221
C 4.5383 -1.2980 -0.6149
O 5.1336 -1.2023 -1.6627
C 4.0812 -2.6756 -0.1000
O 3.2091 -2.6507 1.0075
C 1.9201 -2.2342 0.8259
C 1.3912 -1.7629 -0.3607
C 0.0638 -1.3326 -0.4146
C -0.7285 -1.3722 0.7331
C -0.1915 -1.8510 1.9309
C 1.1131 -2.2757 1.9731
H 1.5457 -2.6487 2.8878
H -0.8160 -1.8800 2.8095
O -2.0206 -0.9617 0.7478
C -2.5768 -0.4947 -0.3915
C -1.8868 -0.4053 -1.5545
C -0.5036 -0.8198 -1.6783
O 0.1374 -0.7541 -2.7143
H -2.3529 -0.0010 -2.4369
C -3.9736 -0.0893 -0.2216
C -4.8470 0.0030 -1.3026
C -6.1624 0.3866 -1.1284
C -6.6409 0.6910 0.1440
C -5.7712 0.5929 1.2344
C -4.4648 0.2064 1.0541
H -3.8040 0.1386 1.9041
H -6.1531 0.8282 2.2150
O -7.9069 1.0792 0.4286
C -8.8330 1.2059 -0.6251
H -8.5104 1.9551 -1.3546
H -8.9977 0.2499 -1.1317
H -9.7626 1.5318 -0.1616
H -6.8081 0.4397 -1.9904
H -4.5062 -0.2473 -2.2947
H 1.9627 -1.6937 -1.2737
H 4.9693 -3.2130 0.2466
H 3.6546 -3.2318 -0.9425
H 3.7127 -0.5446 1.0601
H 6.0847 0.8647 -1.2528
H 6.4150 3.2915 -1.5500
H 4.8912 4.8801 -0.4212
H 3.0553 4.0501 0.9525
H 1.8183 0.7043 0.8496
H 2.7564 0.8945 2.3359
```

Output
SMILES string: CCc1ccccc1NC(=O)COc1ccc2oc(-c3ccc(OC)cc3)cc(=O)c2c1
E_LUMO: -0.10 eV
HOMO level: -0.309 hartree
energy above the lowest of the compared OMol25 structures with the same formula, charge and spin: 137.5 kJ/mol
molecular weight: 429.5 g/mol



- Number 4 is which compound?
  C22H37N5S4W